[1]
DFT (ωB97M-V/def2-TZVPD) results for C40H73AsF6MnN9O4 as an isolated structure at a distorted geometry.

XYZ file:
```
134
Properties=species:S:1:pos:R:3:forces:R:3:mulliken_spin:R:1
Mn -0.1905 -0.1257 4.4890 1.309 1.331 -0.979 4.891
As -0.6450 0.1212 0.5974 -0.406 0.102 -2.922 0.040
F -0.3612 0.0372 2.3388 -0.031 0.289 -0.485 -0.068
F 0.3905 1.5450 0.4592 -0.972 -0.710 0.677 -0.004
F -0.9179 0.1679 -1.1491 0.083 0.135 1.113 -0.001
F -1.6708 -1.3096 0.7193 0.693 0.446 0.324 0.001
F -2.0916 1.0792 0.8333 0.847 -0.081 0.401 0.000
F 0.7680 -0.8530 0.3103 -0.399 0.000 0.579 -0.002
C 4.7209 1.5568 6.4442 -0.928 -0.068 0.285 0.000
C 4.4217 2.6453 5.4282 1.070 0.742 0.387 0.002
C 4.0323 2.1587 4.0410 -0.161 -0.578 -0.065 0.003
C 2.7075 1.5066 4.0202 -0.198 -0.192 -0.116 0.040
N 1.6708 0.9987 4.0209 0.467 0.079 0.693 -0.018
H 5.5559 0.9154 6.1671 -0.139 -0.082 -0.197 0.000
H 3.8034 0.9800 6.5964 0.224 -0.414 0.049 0.000
H 4.9537 1.9777 7.4220 0.070 0.165 -0.094 0.000
H 5.3676 3.1804 5.3085 -0.135 0.213 -0.289 0.000
H 3.7271 3.3924 5.8132 -0.199 -0.168 -0.030 0.000
H 4.7832 1.4250 3.7379 -0.204 -0.178 -0.206 0.001
H 4.0246 2.9471 3.2889 -0.151 0.084 0.072 0.001
C -1.5446 5.5437 0.3090 0.323 -0.358 -0.046 0.000
C -1.3923 5.4379 -1.2224 -0.650 0.895 1.188 0.000
C -1.6727 4.0409 -1.7261 0.046 -0.911 -0.452 0.000
C -3.0441 3.5542 -1.5757 -0.169 0.471 0.338 0.000
N -4.1217 3.1919 -1.4214 -0.062 -0.090 0.015 0.000
H -1.2950 6.5229 0.7178 -0.121 0.166 -0.328 0.000
H -0.8721 4.8568 0.8294 -0.101 -0.221 -0.049 0.000
H -2.5805 5.3178 0.5661 0.036 -0.050 0.175 0.000
H -0.4087 5.7903 -1.5302 0.019 -0.152 -0.129 0.000
H -2.1390 6.1443 -1.5902 0.172 -0.075 -0.555 0.000
H -1.0714 3.2937 -1.1980 0.261 0.105 -0.033 0.000
H -1.4583 3.9274 -2.7919 0.191 0.112 -0.005 0.000
C -4.5984 -1.2968 -2.9950 0.175 0.192 -0.639 0.000
C -4.3214 -0.1472 -2.0585 -0.782 0.456 -0.049 0.000
C -4.8183 -0.4522 -0.6341 1.001 0.577 0.147 0.000
C -6.2416 -0.6929 -0.4540 -0.738 -0.364 -0.398 0.000
N -7.3700 -0.9002 -0.3339 0.641 0.154 0.045 0.000
H -3.9710 -2.1517 -2.7377 -0.251 -0.216 -0.032 0.000
H -4.3702 -1.0070 -4.0229 0.218 -0.052 0.017 0.000
H -5.6600 -1.5461 -3.0169 0.047 -0.268 0.278 0.000
H -4.8051 0.7617 -2.4218 -0.160 -0.051 0.063 0.000
H -3.2644 0.1176 -2.0306 0.066 -0.266 0.226 0.000
H -4.5686 0.4046 -0.0034 0.084 -0.052 0.088 0.000
H -4.2382 -1.3050 -0.2748 -0.210 -0.093 0.222 0.000
C 2.5122 1.1585 -2.8678 0.752 -0.346 1.190 0.000
C 1.7513 2.2408 -2.0915 -0.649 -0.575 -1.562 0.000
C 1.6314 3.5774 -2.8334 0.388 0.587 0.934 0.000
C 2.9229 4.3042 -2.7601 -0.284 0.053 -0.594 0.000
N 3.9119 4.8896 -2.6978 -0.257 -0.212 0.152 0.000
H 3.5737 1.4124 -2.9020 0.014 -0.024 -0.404 0.000
H 2.1441 0.8427 -3.8424 -0.215 0.705 -0.149 0.000
H 2.4619 0.2365 -2.2796 0.059 0.026 0.123 0.000
H 2.1868 2.4580 -1.1187 0.053 -0.322 0.055 0.000
H 0.7494 1.8310 -1.9649 -0.106 0.306 0.312 0.000
H 0.9275 4.1897 -2.2657 0.017 0.134 -0.024 0.000
H 1.2286 3.5515 -3.8442 0.358 -0.317 -0.130 0.000
C -1.1523 -7.9424 -1.6489 -0.886 -0.082 0.291 0.000
O -1.2229 -6.5665 -1.9312 0.488 0.216 -0.155 0.000
C -0.9231 -5.7247 -0.8353 -1.180 -0.311 0.333 0.000
C -1.1015 -4.2936 -1.2826 0.386 -0.357 -0.437 0.000
N -0.0848 -3.9339 -2.2669 0.487 0.135 0.755 0.000
C -0.1306 -2.5212 -2.6190 -0.837 -0.684 -1.335 0.000
C 0.9286 -2.1584 -3.6287 0.787 0.581 0.079 0.000
O 0.8065 -2.9758 -4.7797 -0.484 -0.730 0.997 0.000
C 1.6260 -2.6182 -5.8507 -0.022 0.800 -0.231 0.000
H -1.4606 -8.4681 -2.5508 0.582 -0.034 -0.142 0.000
H -1.9196 -8.2385 -0.9209 0.049 0.206 0.275 0.000
H -0.1866 -8.2481 -1.2418 0.174 -0.050 -0.317 0.000
H 0.0395 -5.9568 -0.3711 0.283 0.156 -0.313 0.000
H -1.6823 -5.8960 -0.0576 -0.018 -0.126 0.152 0.000
H -1.0716 -3.6452 -0.4041 0.322 0.171 -0.085 0.000
H -2.1099 -4.1928 -1.7016 -0.141 -0.026 0.021 0.000
H -0.1541 -4.5428 -3.0720 -0.164 0.165 -0.160 0.000
H -0.1140 -1.9441 -1.7012 0.296 0.239 -0.166 0.000
H -1.0580 -2.3005 -3.1697 -0.398 0.124 0.429 0.000
H 1.9170 -2.2166 -3.1528 0.264 -0.413 -0.260 0.000
H 0.8349 -1.1103 -3.9315 -0.275 0.113 0.072 0.000
H 1.4996 -3.3377 -6.6571 0.053 -0.165 0.182 0.000
H 2.6763 -2.5420 -5.5545 0.072 -0.120 -0.047 0.000
H 1.2954 -1.6440 -6.2327 0.191 0.102 -0.081 0.000
C -1.6061 2.8069 3.5424 0.634 0.180 -0.262 -0.005
O -1.6057 1.4443 4.0207 -0.794 0.166 0.711 0.028
C -2.9542 0.9811 4.2084 0.153 -0.413 0.310 0.007
C -2.9747 -0.1525 5.2637 -0.396 1.177 0.184 -0.010
N -1.8764 -1.1486 5.1819 -0.948 -0.548 -0.038 0.047
C -2.0428 -2.0268 4.0103 -0.631 0.018 -1.764 0.012
C -0.7879 -2.8328 3.6833 -0.751 -0.605 0.482 -0.016
O 0.3255 -1.9535 3.6340 -0.096 -0.832 0.602 0.032
C 1.5577 -2.5931 3.2650 0.568 0.661 -0.090 0.014
H -1.9447 3.5001 4.3133 -0.160 -0.212 0.135 0.003
H -2.2241 2.8949 2.6498 -0.011 -0.132 0.001 0.005
H -0.5800 3.0691 3.2899 -0.029 -0.138 -0.093 0.003
H -3.4131 0.7268 3.2512 0.245 -0.113 -0.115 -0.007
H -3.5256 1.8021 4.6440 -0.176 -0.062 -0.048 0.001
H -3.9736 -0.5934 5.2640 0.093 -0.291 -0.181 0.003
H -2.9020 0.3973 6.2033 0.302 -0.448 0.259 -0.011
H -2.0243 -1.8476 5.9040 0.467 0.722 0.857 0.010
H -2.3354 -1.4187 3.1489 0.402 0.111 -0.089 -0.001
H -2.9283 -2.6555 4.1342 0.264 -0.375 0.175 0.006
H -0.9287 -3.3906 2.7556 0.070 0.352 -0.249 -0.003
H -0.6332 -3.6016 4.4490 0.219 0.104 0.166 -0.004
H 1.7643 -3.4737 3.8724 -0.341 -0.187 -0.163 0.004
H 2.3419 -1.8714 3.4945 -0.016 0.024 -0.149 -0.006
H 1.5511 -2.7686 2.1905 0.033 -0.343 0.083 0.001
N -1.0912 1.6311 -6.8448 -0.639 0.127 -0.296 0.000
C -0.9097 2.0301 -5.5491 0.328 -0.390 0.214 0.000
C -1.1208 0.9286 -4.7481 0.351 0.604 0.489 0.000
C -1.4620 -0.1564 -5.5746 -0.267 0.045 -0.788 0.000
C -1.5001 0.3314 -6.8672 0.205 -0.764 0.526 0.000
H -1.1956 2.2434 -7.6360 0.197 0.061 0.092 0.000
H -0.5127 3.0019 -5.3063 -0.237 0.080 -0.070 0.000
H -1.0264 0.9222 -3.6715 0.062 -0.063 -0.013 0.000
H -1.6355 -1.1829 -5.2933 -0.137 0.064 0.062 0.000
H -1.7936 -0.1937 -7.7613 0.154 0.224 -0.135 0.000
N 2.8580 6.0053 1.9697 -0.789 -0.418 0.426 0.000
C 2.5206 5.6609 3.2596 0.458 0.225 -0.092 0.000
C 1.8634 4.4486 3.2276 0.532 0.530 0.135 0.001
C 1.8264 4.0485 1.8791 -0.397 -0.143 -0.944 0.001
C 2.3630 5.0597 1.1109 0.574 -0.205 0.294 0.000
H 3.4100 6.8005 1.6984 -0.172 0.079 0.035 0.000
H 2.8408 6.2985 4.0680 -0.171 -0.088 0.088 0.000
H 1.4813 3.8794 4.0595 0.049 0.212 0.156 -0.001
H 1.4585 3.1057 1.5022 -0.225 0.196 -0.063 0.000
H 2.4680 5.1950 0.0463 0.121 -0.232 0.004 0.000
N 2.5265 -4.6740 -0.9114 0.158 0.301 0.064 0.000
C 3.3761 -5.7198 -0.7436 0.656 -0.184 -0.239 0.000
C 4.3377 -5.3556 0.1729 -0.181 -0.170 0.103 0.000
C 4.0225 -4.0575 0.6139 -0.821 0.567 -0.209 0.000
C 2.8880 -3.6430 -0.0926 0.778 -0.336 0.357 0.000
H 1.8366 -4.5483 -1.6457 -0.418 -0.173 0.155 0.000
H 3.3043 -6.6236 -1.3271 -0.129 0.077 -0.034 0.000
H 5.2026 -5.9089 0.5012 -0.180 -0.259 -0.053 0.000
H 4.5609 -3.5375 1.3912 -0.052 0.260 -0.147 0.000
H 2.3469 -2.7106 -0.1411 0.056 0.012 0.117 0.000
```
Forces are in eV/Å.

<S²> = 8.7531
Charge = +1
Multiplicity = 6
LUMO (alpha / beta) = -0.1219 / -0.1484 Eh
Frontier orbital gap (alpha / beta) = 6.3 / 5.6 eV
HOMO level (alpha / beta) = -9.643 / -9.643 eV


[2]
DFT (ωB97M-V/def2-TZVPD) results for one molecule with the formula C3H7N3S2 at a distorted geometry.

XYZ file:
```
15
Properties=species:S:1:pos:R:3:forces:R:3:mulliken_charge:R:1
C -0.4447 1.6591 -0.5505 0.909 -0.566 -0.291 -0.639
N -0.5568 1.2872 0.8570 -0.191 0.568 -0.803 -0.376
C 0.1610 0.4013 1.3858 -0.946 0.679 1.152 -0.145
N 1.1098 -0.4184 0.8100 0.477 0.054 0.121 -0.121
C 0.9983 -1.0019 -0.3978 -0.091 -0.670 0.022 0.172
S 2.3116 -1.2957 -1.3718 -0.490 -0.022 0.034 -0.345
N -0.2837 -1.3962 -0.6846 0.524 -0.360 -1.420 -0.183
S -1.5464 -1.8401 0.3672 0.374 0.120 -0.201 -0.116
H -0.6572 2.7165 -0.6774 0.136 0.117 0.242 0.351
H -1.1997 1.1474 -1.1457 -0.149 -0.231 0.038 0.248
H 0.5469 1.4108 -1.0248 -0.780 0.298 0.500 0.231
H -0.0148 0.2649 2.4542 0.396 -0.179 -0.024 0.300
H 2.0104 -0.4929 1.2315 0.473 0.132 0.254 0.216
H -0.2893 -1.8013 -1.6169 -0.420 0.029 0.241 0.250
H -2.1454 -0.6407 0.3638 -0.222 0.029 0.135 0.160
```
Forces are in eV/Å.

Structure (SMILES) = C/N=C\NC(=S)NS
Charge = 0
LUMO = 0.0119 Eh
Frontier orbital gap = 9.0 eV
HOMO level = -8.693 eV
ΔE to the lowest compared entry with this formula, charge and spin = 29.1 kcal per mole


[3]
DFT (ωB97M-V/def2-TZVPD) results for one molecule with the formula CH4ClNOP2 at a distorted geometry.

XYZ file:
```
10
Properties=species:S:1:pos:R:3:forces:R:3:mulliken_charge:R:1
C -1.2015 -1.1383 0.0369 -2.577 -0.934 0.678 -0.891
P -0.9584 0.5291 0.6617 1.262 0.032 2.265 0.205
Cl 0.9553 0.1207 2.2206 -2.156 0.304 -1.559 -0.350
P 0.1753 1.2766 -0.9548 -1.508 1.872 -1.025 0.054
N 1.5669 0.3391 -0.8754 2.825 -1.170 0.658 0.114
O 2.5904 0.8873 -0.5089 -0.901 -0.418 -0.575 -0.281
H -1.4590 -1.1697 -1.0255 -0.121 0.236 0.154 0.350
H -2.0204 -1.7112 0.6371 1.614 1.050 -0.979 0.289
H -0.2624 -1.5793 0.1347 1.461 -1.320 0.206 0.383
H 0.6139 2.4457 -0.3263 0.100 0.348 0.177 0.126
```
Forces are in eV/Å.

Structure (SMILES) = CP(Cl)#[PH]N=O
Charge = 0
LUMO (alpha / beta) = -0.0487 / -0.0488 Eh
Frontier orbital gap (alpha / beta) = 7.9 / 7.9 eV
HOMO level (alpha / beta) = -9.262 / -9.263 eV
ΔE to the lowest compared entry with this formula, charge and spin = 14.1 kcal per mole